ORCA calculation (the ωB97M-V functional and the def2-TZVPD basis) on 2 unconnected molecules or ions with the total composition C4H14N2.

The highest occupied orbital energy is -8.995 eV. As for the net charge: 0. Its SMILES is CCC.NCN. Its HOMO-LUMO gap is 0.364 Ha.

Last column: natural (NBO) charge in e.
Geometry (Å):
H1 -1.55 -3.71 1.49  0.193
C1 1.86 3.73 -0.33  -0.047
H2 1.54 4.58 0.12  0.177
H3 3.11 3.08 1.47  0.377
C2 -1.32 -3.66 -0.63  -0.586
H4 0.98 3.09 -0.83  0.173
H5 -1.61 -3.18 -1.50  0.198
H6 3.54 4.22 -0.91  0.337
C3 -3.52 -3.57 0.77  -0.624
H7 -0.34 -3.62 -0.37  0.201
H8 -3.77 -4.68 0.63  0.211
H9 1.80 2.07 1.12  0.375
H10 -3.97 -3.36 1.79  0.214
H11 -4.21 -3.21 -0.05  0.206
C4 -2.13 -3.16 0.68  -0.411
H12 -1.83 -2.11 0.91  0.211
N1 2.27 2.98 0.92  -0.937
N2 2.78 3.96 -1.49  -0.797
H13 -1.46 -4.83 -0.98  0.187
H14 3.06 3.08 -1.80  0.343

***

ORCA calculation (the ωB97M-V functional and the def2-TZVPD basis) on a molecular structure, C44H63GeNO4Se2Ti.

The highest occupied orbital energy is -8.384 eV. As for the net charge: 0. Its HOMO-LUMO gap is 0.292 Ha.

Last column: Löwdin charge in e.
Geometry (Å):
H1 3.30 -5.99 -3.22  0.089
H2 5.95 -4.28 -5.20  0.086
C1 -2.73 2.16 -2.48  -0.046
C2 -2.21 2.40 -4.90  -0.040
C3 -1.93 0.12 -3.87  -0.073
H3 2.76 7.00 -3.63  0.077
C4 -1.39 -1.88 -5.21  -0.159
H4 3.37 4.16 -3.35  0.056
H5 -1.18 -0.72 -7.68  0.079
C5 2.57 -3.39 -2.39  -0.046
C6 -2.74 1.43 -3.83  -0.518
H6 -4.81 2.00 -4.12  0.087
H7 3.93 3.34 -1.91  0.057
O1 -0.90 0.28 -1.71  -0.287
H8 1.75 -0.02 -5.06  0.115
H9 5.02 1.37 0.88  0.093
H10 1.72 6.97 -1.30  0.107
C7 4.26 0.74 0.42  -0.048
Se1 0.04 -2.51 -1.33  1.228
H11 1.38 0.21 -2.75  0.022
C8 3.11 3.93 -2.31  -0.347
H12 -1.28 -4.63 -5.84  0.088
H13 6.33 -5.77 -3.17  0.085
N1 -0.61 -0.25 1.33  0.001
C9 -0.88 -1.25 3.42  -0.087
C10 -0.73 -1.71 -7.60  -0.041
H14 0.26 -3.88 -6.27  0.082
C11 -1.18 -0.43 -2.82  -0.304
C12 1.95 1.03 -3.19  -0.309
O2 1.95 -0.44 -0.37  -0.283
H15 -4.32 0.62 -5.12  0.074
H16 -3.09 1.52 -1.67  0.090
C13 5.92 -1.08 0.49  -0.040
H17 1.00 7.18 -3.64  0.070
H18 3.65 1.65 -5.27  0.114
H19 3.65 0.30 1.21  0.086
H20 6.38 -0.25 -2.11  0.077
C14 2.36 1.76 -7.00  -0.108
C15 4.64 -2.32 -1.91  0.021
H21 -3.88 -2.85 5.17  0.105
H22 5.36 -1.60 1.27  0.095
C16 -1.94 -0.68 1.43  -0.419
H23 3.00 0.80 -2.99  0.064
C17 5.78 0.43 -1.51  -0.038
C18 5.79 -5.04 -2.57  -0.044
C19 3.80 -5.42 -4.00  -0.066
H24 -0.77 -2.18 -8.58  0.086
C20 2.94 5.21 -1.50  -0.307
O3 1.25 -0.36 2.70  0.109
H25 -0.37 -3.45 -4.14  0.096
H26 -2.51 -0.21 -5.89  0.104
C21 -0.78 -2.45 -4.10  -0.043
H27 1.99 -4.18 -2.84  0.095
C22 0.08 -0.58 2.50  -0.414
C23 1.81 6.50 -3.40  -0.114
H28 5.71 -2.29 -2.01  0.103
H29 0.37 3.37 -3.16  -0.017
C24 4.96 -0.31 -0.44  -0.519
H30 -3.40 3.02 -2.56  0.091
H31 3.01 2.42 -7.58  0.069
H32 2.53 0.74 -7.34  0.069
C25 -2.92 -2.76 -6.99  -0.043
C26 -2.10 -1.31 2.78  -0.088
H33 -4.16 -1.93 2.86  0.122
H34 -2.80 3.32 -4.88  0.090
H35 -1.72 -2.73 6.31  0.105
H36 4.40 -6.12 -4.59  0.086
C27 1.76 6.08 -1.93  -0.289
H37 0.64 1.32 -4.88  0.086
H38 0.26 -1.69 5.19  0.122
C28 1.93 -2.42 -1.64  -0.396
H39 0.82 5.54 -1.74  0.078
C29 2.64 -1.39 -1.03  -0.310
Ge1 1.53 2.77 -2.35  0.613
C30 4.72 -4.34 -3.42  -0.557
Se2 0.78 2.66 -0.09  0.384
C31 -0.79 -3.95 -6.54  -0.065
H40 -4.60 0.40 -3.38  0.096
H41 3.05 -4.99 -4.66  0.081
C32 -0.70 -1.75 4.70  0.008
H42 -0.86 -4.41 -7.53  0.086
H43 -3.44 -1.80 -7.09  0.076
C33 -3.21 -1.88 3.38  0.008
C34 -1.81 -2.32 5.31  -0.063
C35 -3.04 -2.39 4.66  -0.063
H44 3.60 1.39 -0.16  0.043
H45 6.45 1.14 -1.03  0.090
C36 -0.67 -1.73 -2.92  -0.395
C37 4.04 -1.34 -1.12  -0.072
H46 5.34 -5.56 -1.72  0.092
H47 -1.17 2.67 -4.70  0.052
C38 -1.98 -0.63 -5.04  0.018
H48 -2.27 1.98 -5.90  0.079
H49 6.08 -2.83 -4.21  0.078
C39 1.68 1.01 -4.69  -0.281
H50 6.52 -1.82 -0.05  0.075
H51 4.64 -3.09 -5.20  0.089
C40 5.39 -3.59 -4.58  -0.042
H52 0.32 -1.57 -7.32  0.084
H53 5.13 0.99 -2.18  0.070
H54 -2.97 -3.26 -7.95  0.085
C41 -1.46 -2.58 -6.56  -0.555
Ti1 0.29 0.28 -0.35  0.726
H55 6.52 -4.33 -2.18  0.076
H56 3.86 5.81 -1.56  0.109
H57 -3.47 -3.36 -6.26  0.092
C42 2.61 1.90 -5.51  -0.276
H58 2.48 2.95 -5.21  0.089
H59 6.61 -0.38 0.97  0.087
C43 3.95 -3.34 -2.56  -0.159
H60 1.72 5.64 -4.07  0.053
H61 2.82 4.96 -0.44  0.082
C44 -4.20 1.08 -4.14  -0.041
O4 -2.79 -0.58 0.58  0.109
H62 1.33 2.02 -7.25  0.072
H63 -1.74 2.52 -2.20  0.045

***

ORCA calculation (the ωB97M-V functional and the def2-TZVPD basis) on C4H6N4 in the gas phase.

The highest occupied orbital energy is -9.226 eV. As for the net charge: 0. Its SMILES is c1nc2n(n1)NCC2. Its HOMO-LUMO gap is 0.361 Ha.

Last column: natural (NBO) charge in e.
Geometry (Å):
N1 0.85 -1.35 -0.14  -0.430
N2 -0.46 -0.56 -0.54  -0.006
N3 -1.61 -1.24 -0.32  -0.349
C1 -2.55 -0.23 0.13  0.143
H1 -3.58 -0.30 0.62  0.231
H2 2.66 -0.24 -0.31  0.211
N4 -1.91 0.92 0.01  -0.498
H3 0.93 1.84 0.51  0.205
H4 0.95 -2.09 0.39  0.386
C2 1.68 -0.21 0.15  -0.230
H5 1.14 1.78 -1.18  0.220
C3 -0.61 0.67 -0.37  0.319
H6 1.67 -0.19 1.24  0.185
C4 0.85 1.18 -0.19  -0.389

***

ORCA calculation (the ωB97M-V functional and the def2-TZVPD basis) on a molecular structure, C40H27MnN7O6S3.

The highest occupied orbital energy (spin up / spin down) is -2.064 / -2.143 eV. The multiplicity is 6. As for the net charge: -2. Its HOMO-LUMO gap (spin up / spin down) is 0.232 / 0.234 Ha.

Last column: Mulliken spin population.
Geometry (Å):
C1 -0.80 -3.20 0.60  0.017
H1 2.08 -0.54 -5.34  0.000
C2 0.41 3.28 1.84  0.020
H2 -1.68 0.34 -7.71  0.000
H3 3.32 -2.32 2.25  0.000
N1 1.44 -2.71 1.52  0.013
C3 -2.07 0.40 -4.33  -0.003
C4 -2.68 -2.02 1.45  0.049
H4 1.43 2.94 1.74  0.003
N2 -1.32 -2.06 1.07  0.056
H5 4.16 1.32 1.07  0.001
C5 1.66 -0.74 -4.36  0.001
C6 -2.25 0.04 -5.66  0.000
H6 0.91 5.35 2.01  0.000
C7 0.11 4.62 1.98  0.000
S1 -1.50 1.38 -1.31  0.012
C8 0.57 -1.21 -1.86  0.024
O1 2.63 1.84 -1.03  0.000
H7 -3.26 4.23 2.04  0.000
C9 -1.81 2.69 1.85  0.033
C10 3.62 1.04 1.96  0.017
H8 -3.03 -4.13 1.38  0.000
C11 -3.46 -3.17 1.64  -0.003
C12 -0.77 1.98 -2.71  0.017
C13 -5.31 -1.88 2.45  0.000
H9 -5.32 -4.02 2.26  0.000
N3 -0.53 2.33 1.78  0.048
H10 -1.30 -0.84 3.98  -0.001
C14 3.62 0.93 4.39  0.008
C15 -0.62 1.67 -6.39  -0.001
H11 0.12 -1.41 -0.90  0.053
O2 1.94 2.95 -4.55  0.001
C16 1.65 -0.36 -1.99  -0.053
H12 3.02 0.57 -3.34  0.000
H13 0.67 -4.47 -1.21  0.000
C17 -2.20 4.01 1.99  -0.004
N4 0.11 2.95 -2.78  0.013
C18 -4.57 -0.72 2.26  0.001
C19 -4.75 -3.11 2.14  0.001
C20 0.60 -1.62 -4.22  -0.001
C21 0.72 -3.29 0.56  0.011
H14 2.03 0.29 6.47  0.000
N5 1.66 0.24 0.66  -0.071
H15 4.52 -3.50 0.44  0.000
N6 -2.44 0.37 1.65  -0.038
O3 0.10 4.57 -4.73  0.001
C22 2.31 0.42 4.33  -0.009
C23 -1.23 4.99 2.06  0.001
C24 2.35 0.49 1.85  0.012
C25 0.05 -1.85 -2.97  -0.001
C26 -0.28 -0.49 4.12  0.055
C27 2.69 -4.10 -0.54  0.001
Mn1 -0.46 0.07 1.00  4.628
C28 -2.90 1.61 1.81  0.006
H16 -0.06 2.16 -7.18  0.000
O4 -4.06 2.01 1.96  0.011
S2 2.54 0.45 -0.68  0.009
O5 3.80 -0.27 -0.62  0.001
H17 5.24 1.65 3.21  0.000
H18 -2.61 -0.06 -3.52  0.001
C29 -0.46 2.02 -5.07  0.001
S3 0.56 3.26 -4.32  0.000
C30 2.77 -2.82 1.46  0.005
C31 -1.53 0.65 -6.68  0.001
H19 -5.00 0.24 2.49  0.001
H20 4.10 1.09 5.34  0.001
C32 1.67 0.21 3.09  -0.032
C33 4.24 1.24 3.21  -0.002
O6 -1.38 -4.20 0.14  0.008
H21 -0.32 -0.55 6.28  0.000
C34 1.31 -4.01 -0.48  -0.005
H22 -1.50 6.03 2.15  0.000
H23 -0.79 -2.53 -2.85  0.001
C35 -3.26 -0.76 1.78  0.040
C36 0.28 -0.33 5.41  0.003
N7 0.40 -0.24 3.04  0.027
C37 3.44 -3.49 0.46  0.000
H24 -6.32 -1.81 2.83  0.000
H25 3.17 -4.62 -1.35  0.000
H26 -2.95 -0.75 -5.90  0.000
C38 2.19 -0.12 -3.25  0.004
H27 0.18 -2.11 -5.10  0.000
C39 -1.16 1.40 -4.05  -0.001
C40 1.56 0.13 5.50  0.005

***

Relative energy (zero: lowest compared OMol25 entry of this formula, charge and spin), record by record: 2.216; 0.000; 5.627; 0.935 eV